98
Properties=species:S:1:pos:R:3:forces:R:3 method="wB97M-V/def2-TZVPD" largest_force_ev_per_a=1.42 charge=-1 multiplicity=5 lumo_energy_ev="0.6 / 0.0" gap_ev="3.8 / 5.4"
Pt 2.354572 -1.093789 0.703339 -0.2173 0.6422 0.2250
C 3.772110 -3.101862 4.315566 0.0730 0.0383 -0.0932
C 3.050861 -2.730283 3.055430 0.4700 0.3407 -0.1494
N 3.464296 -1.754056 2.318834 -0.6845 -0.1175 0.0019
O 4.583833 -1.108633 2.776077 0.2309 0.2001 0.0226
C 1.882136 -3.470160 2.648267 -0.1018 -0.1194 0.3854
C 1.432044 -4.737199 3.317368 -0.0704 0.1373 -0.1794
N 1.167843 -3.001533 1.666881 0.0391 -0.6167 -0.0168
O 0.180580 -3.522849 1.215219 -0.2294 -0.0223 -0.1022
H 4.550891 -2.379674 4.531311 -0.0080 -0.0468 0.0414
H 4.228885 -4.086642 4.211278 -0.0411 -0.0350 0.0272
H 3.069393 -3.131492 5.148143 -0.0261 -0.0599 -0.0117
H 4.822122 -0.508538 2.047707 0.0612 -0.0598 -0.1259
H 1.968029 -4.924284 4.242586 0.0086 -0.0188 0.0163
H 1.578596 -5.584645 2.643770 -0.0117 -0.0300 0.0184
H 0.362008 -4.670504 3.523506 0.0007 -0.0198 0.0432
O 1.049609 -2.846867 -1.217570 0.0722 0.2847 -0.0388
C 0.632998 -1.715443 -1.411300 -0.1123 -0.3939 -0.1333
O 1.125688 -0.628358 -0.870659 0.5724 -0.1658 0.4203
C -0.589155 -1.538005 -2.308124 0.0622 0.1192 0.2436
C -1.721953 -2.436662 -1.771159 -0.2144 0.2549 0.2156
Ge -2.751271 -1.651417 -0.259120 0.0980 0.2548 0.1775
C -3.829285 -3.027545 0.673101 0.2394 0.2237 -0.2520
C -5.210059 -2.882100 0.791041 0.0283 0.0049 -0.0020
C -5.969016 -3.827769 1.467411 -0.0332 -0.0257 0.0155
C -5.353796 -4.935266 2.033293 -0.0312 0.0113 0.0255
C -3.979997 -5.095002 1.918041 0.0561 -0.0691 0.0202
C -3.223073 -4.148488 1.241568 -0.0223 0.0486 -0.0516
C -3.984849 -0.264743 -0.934438 0.1796 -0.2643 0.0359
C -4.164793 0.000888 -2.286986 0.0022 -0.1211 0.0258
C -4.942326 1.072143 -2.704300 -0.0301 0.0402 -0.0904
C -5.550077 1.893936 -1.770039 -0.0099 0.0312 0.0041
C -5.383113 1.640055 -0.415088 -0.0247 0.0040 0.0401
C -4.605219 0.569670 -0.004808 -0.0006 -0.0108 0.0107
C -1.601832 -0.653523 1.017633 -0.4830 -0.7375 0.0970
C -1.430831 -1.254109 2.315434 -0.0499 0.0656 -0.4507
C -0.480885 -1.150706 3.272346 0.0961 -0.0507 0.1724
C 0.301062 1.296105 3.327057 0.1775 -0.2484 -0.3756
C 0.731094 1.377792 1.823162 -0.5505 0.5351 0.0210
C -1.210766 0.528209 0.423278 0.6394 1.0711 0.0122
H -0.290914 -1.888539 -3.299123 -0.0005 0.0563 -0.0206
H -0.872126 -0.485290 -2.373220 -0.0024 -0.0257 -0.0289
H -1.278959 -3.379282 -1.447164 -0.0616 -0.0217 -0.0101
H -2.444919 -2.666348 -2.558277 0.0096 0.0165 -0.0128
H -5.692950 -2.018514 0.347471 -0.0300 -0.0191 0.0220
H -7.041740 -3.700781 1.553233 0.0037 0.0015 -0.0021
H -5.943803 -5.671276 2.566188 0.0029 -0.0062 -0.0119
H -3.498024 -5.961715 2.355533 0.0014 0.0059 -0.0019
H -2.149184 -4.270672 1.151959 -0.0142 -0.0689 0.0424
H -3.677576 -0.626125 -3.026685 -0.0032 0.0423 -0.0181
H -5.053067 1.280826 -3.761749 0.0014 -0.0035 0.0087
H -6.135419 2.745802 -2.093611 -0.0002 -0.0071 -0.0051
H -5.840681 2.288723 0.322284 -0.0048 0.0043 -0.0152
H -4.452693 0.390571 1.055686 0.0089 0.0579 -0.0051
H -2.200637 -1.992061 2.528305 0.0898 -0.0732 0.1011
H -0.565612 -1.766546 4.161813 -0.0212 0.0231 -0.0108
H 1.008961 1.834026 3.963925 -0.0451 0.0748 0.0006
H 1.513603 2.110180 1.616197 0.0759 -0.0949 0.0363
H -1.661519 0.725639 -0.537593 -0.1900 0.0644 -0.1100
Se 4.960342 -2.643814 -2.979623 0.4748 -0.2267 -0.9302
C 4.181052 -2.169325 -1.506947 -0.3510 0.0677 1.2223
N 3.714097 -1.910706 -0.463771 0.1281 -0.1749 -0.7734
F 4.157262 4.027053 -3.561497 0.1051 -0.0504 0.0222
C 3.159468 3.094717 -3.170989 -0.0395 0.2515 -0.2538
C 2.752881 3.420882 -1.722235 -0.0698 0.0632 -0.0440
F 2.200774 2.242958 -1.205703 0.0172 -0.1533 -0.0950
C 4.136167 3.442862 -1.041430 -0.2595 0.4684 -0.2965
F 4.681466 4.640294 -0.756379 0.1465 -0.0118 0.1398
C 4.439024 2.213524 -0.320043 -0.6949 -0.9213 0.5286
S 4.159484 1.358095 1.009139 0.6383 0.7056 -0.4749
C 4.862504 2.270127 -1.744572 0.7159 -0.0208 0.1054
F 6.212775 2.284066 -1.955361 -0.0031 0.0639 0.0306
C 4.025525 1.891553 -2.924753 -0.3542 0.1332 0.1844
F 3.576543 0.677072 -3.113829 -0.0001 -0.3280 -0.0130
N 2.068156 5.561603 -5.310278 0.0238 -0.0924 -0.0084
C 1.951780 4.914370 -4.088909 -0.0068 0.0498 0.1732
C 1.840890 5.463180 -2.878693 0.0576 0.0440 -0.0012
C 1.609754 4.468396 -1.758826 0.0219 -0.0355 -0.0151
C 0.461798 3.581859 -2.226951 -0.2296 -0.1716 0.1692
C 0.648790 2.980597 -3.391647 -0.0687 0.0001 -0.0717
C 1.941151 3.377418 -4.084878 0.0645 0.0056 0.1109
S -0.952486 3.307419 -1.200361 0.4489 -0.4214 0.7934
O -1.493948 4.606498 -0.899943 0.0488 0.1875 -0.0282
O -1.798414 2.393617 -1.931112 -0.0400 -0.2048 0.0152
N -0.208647 2.750091 0.119209 -0.1447 0.7986 -0.6381
C -0.324007 1.591668 0.753718 -0.3164 -1.3702 -0.1976
S -2.202425 2.511077 3.086960 0.3543 -0.2010 0.2163
C -1.089826 1.579027 3.793783 -0.2800 0.4146 -0.2450
C 0.682151 -0.226322 3.232318 -0.1363 0.2113 0.5056
N 1.237524 0.003487 1.900472 -0.3820 -0.1068 -0.1801
H 2.346235 6.528023 -5.232539 0.0099 0.0107 -0.0485
H 2.625029 5.061453 -5.986079 0.0272 0.0493 -0.0122
H 1.867643 6.523837 -2.675233 0.0023 0.0049 -0.0570
H 1.413944 4.910879 -0.786445 0.0012 0.0300 -0.0129
H -0.060206 2.297931 -3.836538 0.0266 -0.0342 0.0513
H 2.063240 2.943951 -5.075743 -0.0321 0.0385 -0.0215
H -1.340641 1.104110 4.741148 0.0784 -0.1255 0.0127
H 1.444057 -0.538799 3.954330 0.0427 -0.0493 -0.0669


129
Properties=species:S:1:pos:R:3:forces:R:3 method="wB97M-V/def2-TZVPD" largest_force_ev_per_a=1.45 lumo_energy_ev=0.1 gap_ev=9.9 smiles="CC[C@H](Br)[C@@H]1NC(=O)[C@@H](C)[C@@H]1F.C[C@@H]1COC(=O)O1.C[C@@H]1COC(=O)O1.C[C@@H]1COC(=O)O1.C[C@@H]1COC(=O)O1.C[C@@H]1COC(=O)O1.C[C@@H]1COC(=O)O1.C[C@@H]1COC(=O)O1.C[C@@H]1COC(=O)O1"
C 3.039151 3.736165 2.187223 0.1568 -0.4355 0.2840
C 1.832757 4.216722 2.995016 0.1903 0.2378 -0.2268
C 1.467444 5.686401 2.805426 -0.2158 -0.8253 0.4406
Br 2.741437 6.751659 3.862548 0.0772 0.1170 -0.1597
C 0.064831 6.011157 3.308442 -0.0057 1.1282 -0.0158
N -0.352186 5.404010 4.570580 0.0991 -1.2923 -0.6496
C -1.190903 4.294651 4.323070 0.1160 -0.5881 0.7578
O -1.558502 3.537994 5.198592 0.2349 0.4477 -0.6717
C -1.525338 4.204512 2.840338 -0.4525 1.0262 -0.1856
C -3.000991 3.930812 2.532964 0.5259 -0.6706 0.1048
C -1.110779 5.609901 2.417313 -0.4311 -0.2968 0.4578
F -0.918211 5.785265 1.063780 0.2350 -0.0770 0.1271
H 2.731754 3.068620 1.384361 -0.0553 0.1499 -0.2003
H 3.655838 4.535852 1.784139 -0.0915 0.1651 -0.0393
H 3.690624 3.150631 2.833341 0.1188 0.0036 -0.0535
H 2.027398 4.052981 4.053273 -0.1030 -0.0648 0.0772
H 0.957839 3.625927 2.735008 0.0715 -0.1002 -0.0130
H 1.577863 5.997135 1.771078 0.0217 0.1525 -0.0108
H 0.004591 7.094499 3.428240 0.1635 0.0487 -0.0527
H 0.393466 5.104398 5.186130 -0.0331 0.5517 0.4132
H -0.883735 3.464309 2.365817 0.0091 -0.1189 0.0783
H -3.100808 2.888217 2.243367 -0.2503 0.1515 0.0272
H -3.613272 4.084075 3.418306 -0.1186 0.1623 -0.0380
H -3.332816 4.548734 1.703210 -0.1267 0.0642 -0.0139
H -1.934066 6.251080 2.748585 -0.0406 0.1984 -0.4028
C 8.395095 6.598520 6.370856 0.1216 -0.0208 -0.2333
C 7.048069 6.094048 5.914934 0.1748 0.0684 0.1563
C 6.324501 5.212009 6.911699 -0.1231 0.0164 0.0386
O 5.566388 4.343529 6.061944 0.0882 -0.0055 0.0654
C 6.207330 4.265188 4.871029 -0.0267 0.0877 0.0380
O 5.947620 3.483356 4.017350 -0.0389 -0.1040 -0.1151
O 7.181535 5.199230 4.794639 -0.0568 0.0478 -0.0092
H 9.113858 5.779899 6.404270 -0.0513 -0.0521 0.1053
H 8.781972 7.349111 5.683246 -0.0110 0.0096 0.0089
H 8.318797 7.048307 7.360983 -0.0371 0.0093 0.0081
H 6.411495 6.924827 5.599743 -0.0602 -0.0393 -0.0025
H 5.657818 5.762191 7.570586 -0.0967 -0.0488 -0.0570
H 7.011290 4.608138 7.510018 0.0580 0.0281 -0.0297
C -4.073549 -2.538876 0.626605 -0.2744 0.0016 -0.2426
C -3.711229 -1.074394 0.572676 0.1315 -0.6246 0.1936
C -3.422742 -0.461403 1.923045 0.0850 0.2201 -0.0324
O -3.849427 0.902679 1.722232 -0.1819 -0.2453 -0.0067
C -4.783640 0.906527 0.745020 0.1955 -0.1439 0.0735
O -5.470995 1.839717 0.466867 -0.1158 0.1820 -0.0949
O -4.836355 -0.286490 0.127837 -0.0478 0.0302 0.0551
H -5.060385 -2.668486 1.073573 0.0617 0.0212 0.1621
H -4.104249 -2.963965 -0.374307 0.0639 -0.0102 -0.0049
H -3.337351 -3.091652 1.210169 0.0383 0.0331 0.0125
H -2.888496 -0.911183 -0.122432 0.0214 0.1001 0.0671
H -2.370621 -0.491861 2.193329 0.0080 0.1835 -0.1047
H -4.018231 -0.900635 2.726714 -0.0963 0.0039 -0.0530
C 3.275691 -1.201962 -2.147540 -0.0756 -0.2357 -0.0854
C 2.093422 -0.349478 -1.764083 0.2827 -0.0380 -0.0597
C 2.423382 0.838060 -0.885597 -0.0282 0.1039 0.0347
O 1.227933 0.982736 -0.096758 0.0811 -0.0546 0.0129
C 0.631171 -0.227980 -0.031335 0.1973 0.0715 -0.2156
O -0.260831 -0.503955 0.707557 -0.1887 -0.0722 0.1858
O 1.188158 -1.083413 -0.909143 -0.1581 0.0637 -0.0391
H 3.638564 -1.741193 -1.278001 0.1247 0.1614 -0.0489
H 2.990099 -1.941154 -2.896148 0.0029 0.0226 -0.0172
H 4.082863 -0.596666 -2.561085 -0.0665 0.0910 -0.0116
H 1.529051 -0.035134 -2.645773 -0.0609 0.0330 0.0487
H 2.616739 1.749290 -1.445121 -0.1407 0.0610 0.0546
H 3.262246 0.640236 -0.214368 0.0004 -0.0693 -0.0166
C -5.451461 0.340859 -5.388384 -0.0108 -0.2478 -0.0668
C -5.098327 0.040570 -3.952442 -0.2682 0.1623 -0.4488
C -4.124264 0.999627 -3.318804 -0.0605 0.2072 0.2344
O -3.463246 0.163379 -2.356562 0.2811 -0.1549 -0.2606
C -3.529315 -1.111089 -2.804722 -0.1508 0.1370 -0.0113
O -2.919969 -2.024231 -2.339521 0.1220 -0.0270 0.0017
O -4.385359 -1.212943 -3.840760 0.0250 0.0688 0.1621
H -4.600960 0.134192 -6.038658 0.0680 0.1085 0.0377
H -6.279478 -0.281918 -5.724363 -0.0145 0.0209 0.0067
H -5.745677 1.384767 -5.498178 -0.0320 0.0070 0.0411
H -6.002444 -0.040430 -3.343695 0.0471 -0.0251 0.0730
H -4.611762 1.829460 -2.813309 0.0264 -0.0484 0.1039
H -3.385866 1.386245 -4.024989 -0.0037 -0.0729 -0.0503
C -10.331034 1.028510 -1.375936 -0.1939 -0.0522 -0.1778
C -9.162531 1.081525 -2.328322 -0.1074 0.0684 0.1923
C -8.090285 2.087608 -1.966832 0.1615 -0.0538 0.0500
O -7.576795 2.460264 -3.256932 0.0663 -0.0048 0.0883
C -8.554111 2.256976 -4.173953 -0.0388 -0.0948 0.1466
O -8.510954 2.637088 -5.296406 0.0393 0.0226 -0.1811
O -9.571849 1.554644 -3.628067 0.0376 -0.0581 -0.0144
H -10.931607 1.933484 -1.465172 0.0870 0.0753 0.0600
H -10.976950 0.180476 -1.599054 0.0109 -0.0067 0.0075
H -9.979683 0.931765 -0.348627 0.0431 -0.0074 -0.0009
H -8.730552 0.085531 -2.462270 0.0470 0.0182 -0.0282
H -7.293611 1.677348 -1.349083 0.0753 0.0588 -0.0677
H -8.497049 2.978157 -1.483076 -0.0681 -0.0189 -0.0054
C 2.123974 -5.533855 2.827060 0.2501 -0.1020 0.0760
C 2.650885 -4.230773 2.279803 -0.1838 -0.1888 0.0252
C 1.988415 -3.758795 1.002143 -0.1183 0.1731 -0.0051
O 3.052271 -3.043127 0.352857 -0.0466 -0.2454 0.2141
C 4.224001 -3.552671 0.794589 -0.0978 -0.0471 0.1073
O 5.282958 -3.317893 0.306859 0.1771 0.0018 -0.1153
O 4.025038 -4.363063 1.852686 0.0018 0.0421 0.0342
H 2.419776 -6.362844 2.184005 -0.0867 0.0293 -0.0915
H 2.524303 -5.728493 3.820786 -0.0143 0.0113 0.0044
H 1.036591 -5.504816 2.895388 -0.0153 0.0382 -0.0026
H 2.619389 -3.449929 3.043246 0.0234 0.0518 -0.0433
H 1.143923 -3.094933 1.169734 0.0642 0.1033 -0.0718
H 1.679134 -4.584229 0.357117 0.0360 -0.0544 0.0430
C 8.354669 -5.336610 -1.273353 0.1648 -0.0810 -0.1723
C 7.385996 -6.489076 -1.182673 0.1348 0.2070 0.0681
C 6.834698 -6.745610 0.202423 -0.1575 0.0250 0.0653
O 6.601435 -8.159943 0.187526 0.0417 0.0751 0.0338
C 7.448140 -8.711177 -0.716707 -0.0104 0.1269 -0.0280
O 7.645146 -9.873886 -0.835198 0.0131 -0.1576 -0.0233
O 8.034794 -7.745106 -1.462626 -0.0761 0.0016 -0.0395
H 9.291246 -5.590893 -0.776966 -0.0493 0.0066 0.1148
H 8.584785 -5.102890 -2.312097 -0.0111 0.0029 0.0019
H 7.927973 -4.448520 -0.806337 -0.0530 -0.0120 0.0052
H 6.575928 -6.366003 -1.906337 -0.0434 -0.0527 0.0276
H 5.909167 -6.211717 0.400451 -0.0476 -0.0953 0.0276
H 7.558675 -6.516160 0.987758 0.0469 0.0296 -0.0425
C -2.847778 -4.373886 -4.808780 -0.2546 -0.1597 -0.1037
C -1.960063 -4.584546 -6.008578 -0.0818 0.0871 0.2249
C -0.962433 -3.472974 -6.257450 0.0899 0.0057 -0.0576
O -0.812631 -3.500891 -7.681291 0.0087 0.0697 0.0919
C -1.947698 -4.023971 -8.209812 -0.0213 -0.0321 0.1127
O -2.223751 -4.008144 -9.361854 -0.0215 -0.0069 -0.1518
O -2.717655 -4.559180 -7.233762 0.0687 -0.0534 -0.0003
H -3.556781 -3.568033 -4.995783 0.1018 0.1132 0.0265
H -3.424170 -5.272158 -4.588802 0.0251 -0.0118 -0.0028
H -2.256722 -4.121755 -3.928886 0.0178 0.0265 0.0003
H -1.454926 -5.552645 -5.953522 0.0461 0.0139 -0.0537
H -0.001237 -3.638850 -5.777925 0.0534 -0.0219 -0.1034
H -1.352698 -2.495246 -5.962962 -0.0597 -0.0238 0.0356